2 unconnected molecules or ions with the total composition C50H57N4. Source: OMol25; level of theory: ωB97M-V/def2-TZVPD.

Positions of all 111 atoms, in Å:
C  -2.045  -4.107  -2.976
C  -2.570  -3.720  -1.598
C  -3.406  -4.865  -1.026
C  -3.311  -2.386  -1.663
C  -4.690  -2.352  -1.855
C  -5.355  -1.140  -2.051
C  -4.634  0.050  -2.099
C  -3.245  0.042  -1.932
C  -2.450  1.330  -2.154
C  -2.647  2.317  -1.011
C  -2.767  1.956  -3.514
C  -2.601  -1.167  -1.623
N  -1.163  -1.184  -1.461
N  -0.421  -1.611  -2.507
N  0.862  -1.625  -2.058
C  1.946  -1.627  -3.015
C  2.494  -0.400  -3.433
C  1.729  0.901  -3.205
C  0.587  0.986  -4.210
C  2.619  2.144  -3.213
C  3.679  -0.420  -4.167
C  4.230  -1.633  -4.581
C  3.590  -2.833  -4.284
C  2.442  -2.847  -3.490
C  1.764  -4.188  -3.206
C  2.754  -5.210  -2.640
C  1.121  -4.725  -4.488
C  0.937  -1.069  -0.791
C  2.207  -0.876  -0.149
C  2.456  0.265  0.650
C  3.720  0.493  1.193
C  4.758  -0.415  0.950
C  4.516  -1.573  0.190
C  3.250  -1.820  -0.323
C  -0.342  -0.748  -0.392
C  -0.647  -0.139  0.832
H  -1.412  -3.309  -3.377
H  -1.456  -5.031  -2.923
H  -2.880  -4.264  -3.674
H  -1.708  -3.575  -0.933
H  -3.881  -4.576  -0.084
H  -4.179  -5.182  -1.735
H  -2.756  -5.724  -0.826
H  -5.255  -3.287  -1.865
H  -6.436  -1.132  -2.199
H  -5.140  0.999  -2.294
H  -1.395  1.033  -2.162
H  -2.280  1.884  -0.074
H  -2.089  3.242  -1.205
H  -3.711  2.561  -0.896
H  -2.561  1.237  -4.317
H  -3.824  2.245  -3.579
H  -2.147  2.845  -3.681
H  1.284  0.846  -2.202
H  -0.072  0.114  -4.102
H  -0.010  1.895  -4.062
H  0.982  0.987  -5.237
H  3.443  2.028  -2.496
H  3.034  2.330  -4.212
H  2.037  3.025  -2.912
H  4.160  0.522  -4.443
H  5.151  -1.641  -5.165
H  3.978  -3.786  -4.657
H  0.976  -4.006  -2.462
H  3.304  -4.799  -1.785
H  2.222  -6.109  -2.308
H  3.482  -5.500  -3.409
H  0.447  -3.982  -4.929
H  1.899  -4.959  -5.226
H  0.546  -5.637  -4.285
H  1.622  0.947  0.805
H  3.896  1.382  1.805
H  5.754  -0.229  1.357
H  5.318  -2.290  0.002
H  3.025  -2.737  -0.875
H  0.143  -0.328  1.543
H  -1.656  0.178  1.055
C  2.102  5.251  1.756
N  1.090  4.369  2.310
C  1.125  3.011  2.267
C  0.069  2.480  3.055
C  -0.145  1.163  3.515
C  -0.375  0.921  4.916
C  0.013  1.862  5.920
C  -0.319  1.678  7.251
C  -0.977  0.518  7.667
C  -1.365  0.383  9.104
C  -1.256  -0.481  6.723
C  -0.972  -0.290  5.379
C  -0.674  3.649  3.542
C  -1.711  3.820  4.449
C  -2.052  5.116  4.869
C  -1.353  6.237  4.395
C  -0.287  6.086  3.496
C  0.002  4.795  3.071
H  1.706  6.269  1.719
H  3.016  5.248  2.368
H  2.375  4.920  0.746
H  1.964  2.508  1.794
H  0.067  0.296  2.925
H  0.572  2.759  5.646
H  -0.078  2.449  7.988
H  -1.760  -0.614  9.308
H  -0.504  0.560  9.758
H  -2.131  1.120  9.381
H  -1.714  -1.409  7.073
H  -1.227  -1.061  4.647
H  -2.246  2.952  4.823
H  -2.862  5.256  5.587
H  -1.629  7.234  4.739
H  0.313  6.924  3.142

Values from the calculation:
Charge = +1
2S+1 = 1
E_LUMO = -0.169 hartree
HOMO energy = -8.39 eV

2 unconnected molecules or ions with the total composition C3H11N3. Source: OMol25; level of theory: ωB97M-V/def2-TZVPD.

Positions of all 17 atoms, in Å:
C  -1.092  5.807  -0.138
C  -0.475  6.339  0.915
N  -0.473  5.909  2.239
H  -1.580  4.841  -0.092
H  -0.788  6.147  -1.113
H  0.045  7.282  0.752
H  -0.948  5.024  2.375
H  -0.749  6.590  2.926
N  -0.230  -5.752  0.038
C  0.943  -5.105  -0.551
N  1.033  -5.242  -1.997
H  -1.000  -5.093  0.036
H  -0.476  -6.590  -0.471
H  0.863  -4.060  -0.245
H  1.853  -5.453  -0.046
H  1.606  -4.513  -2.413
H  1.468  -6.129  -2.215

Values from the calculation:
SMILES = C=CN.NCN
2S+1 = 1
E_LUMO = 0.043 hartree
HOMO energy = -8.57 eV

2 unconnected molecules or ions with the total composition C3H3Cl2NO. Source: OMol25; level of theory: ωB97M-V/def2-TZVPD.

Positions of all 10 atoms, in Å:
C  -1.178  -2.503  -0.303
N  -1.743  -1.475  -0.344
O  -2.209  -0.399  -0.488
H  -0.954  -3.458  -0.064
C  0.508  1.266  0.839
C  1.272  1.330  -0.268
Cl  1.483  -0.015  -1.299
Cl  2.284  2.669  -0.600
H  -0.222  0.521  0.913
H  0.759  2.063  1.615

Values from the calculation:
SMILES = C#[N+][O-].C=C(Cl)Cl
2S+1 = 1
E_LUMO = 0.025 hartree
HOMO energy = -9.44 eV

5 unconnected molecules or ions with the total composition C18H38I2NO6S2. Source: OMol25; level of theory: ωB97M-V/def2-TZVPD.

Positions of all 67 atoms, in Å:
C  2.386  0.767  0.372
N  1.913  -0.402  -0.371
C  0.803  -0.216  -1.160
S  -0.736  0.509  -0.199
C  -1.455  1.716  -1.371
I  -3.064  1.101  -2.621
C  -1.807  2.981  -0.593
C  -2.669  2.775  0.653
I  0.069  3.910  -0.095
S  -1.778  -1.398  -0.026
C  -3.338  -1.023  0.642
O  -0.924  -1.941  0.990
O  -1.887  -1.963  -1.330
H  1.822  0.926  1.299
H  3.432  0.662  0.626
H  2.286  1.647  -0.272
H  1.829  -1.217  0.227
H  0.924  0.502  -1.973
H  0.437  -1.151  -1.591
H  -0.624  1.871  -2.062
H  -2.291  3.686  -1.268
H  -3.255  1.855  0.556
H  -2.082  2.716  1.572
H  -3.383  3.594  0.762
H  -3.245  -0.337  1.484
H  -4.019  -0.663  -0.128
H  -3.664  -1.999  1.024
C  -0.651  -0.815  -5.734
C  0.671  -0.553  -5.065
O  0.756  0.145  -4.074
C  1.886  -1.192  -5.679
H  -1.449  -0.302  -5.202
H  -0.618  -0.472  -6.769
H  -0.851  -1.887  -5.754
H  1.997  -0.861  -6.713
H  1.764  -2.277  -5.700
H  2.775  -0.931  -5.112
C  4.736  3.785  0.238
C  4.441  3.034  1.517
O  4.561  1.828  1.564
C  3.975  3.840  2.701
H  5.055  3.077  -0.523
H  3.836  4.301  -0.107
H  5.515  4.533  0.388
H  3.056  4.375  2.453
H  4.726  4.587  2.966
H  3.798  3.183  3.549
C  -6.264  -2.801  3.425
C  -6.637  -1.548  2.675
O  -5.814  -0.698  2.403
C  -8.085  -1.398  2.289
H  -5.202  -2.799  3.659
H  -6.838  -2.866  4.351
H  -6.513  -3.682  2.831
H  -8.713  -1.422  3.181
H  -8.391  -2.233  1.656
H  -8.236  -0.460  1.760
C  5.231  -1.589  1.962
C  3.987  -2.433  2.091
O  2.996  -2.044  2.669
C  4.029  -3.791  1.431
H  5.114  -0.635  2.469
H  6.096  -2.121  2.363
H  5.428  -1.408  0.901
H  4.839  -4.388  1.853
H  4.231  -3.682  0.363
H  3.082  -4.307  1.579

Values from the calculation:
Charge = +1
2S+1 = 1
E_LUMO = -0.125 hartree
HOMO energy = -11.44 eV

6 unconnected molecules or ions with the total composition C6H24O6. Source: OMol25; level of theory: ωB97M-V/def2-TZVPD.

Positions of all 36 atoms, in Å:
C  10.606  12.998  0.450
O  9.994  11.843  -0.117
H  11.634  12.785  0.744
H  10.634  13.878  -0.193
H  10.046  13.308  1.333
H  10.086  11.149  0.540
C  8.608  2.931  4.353
O  9.844  2.510  4.885
H  8.658  3.964  4.009
H  8.324  2.348  3.477
H  7.779  2.839  5.054
H  9.771  1.583  5.126
C  12.530  7.778  -1.956
O  13.511  7.227  -2.839
H  13.004  8.598  -1.418
H  11.694  8.216  -2.503
H  12.112  7.046  -1.265
H  13.338  6.311  -3.071
C  15.385  4.584  2.523
O  16.705  4.775  2.139
H  14.673  4.692  1.704
H  15.308  3.585  2.952
H  15.064  5.296  3.284
H  16.854  5.723  2.102
C  4.858  5.218  2.244
O  5.809  6.205  2.589
H  3.877  5.694  2.221
H  5.147  4.807  1.277
H  4.872  4.394  2.957
H  5.860  6.317  3.541
C  10.681  7.324  2.544
O  9.604  8.081  1.955
H  10.671  7.433  3.628
H  10.759  6.283  2.230
H  11.632  7.745  2.219
H  8.760  7.650  2.109

Values from the calculation:
SMILES = CO.CO.CO.CO.CO.CO
2S+1 = 1
E_LUMO = 0.014 hartree
HOMO energy = -10.19 eV

A molecular structure, C12H30LiNO4. Source: OMol25; level of theory: ωB97M-V/def2-TZVPD.

Positions of all 48 atoms, in Å:
Li  -0.283  0.564  -0.474
C  1.146  1.208  -3.780
C  -0.304  1.280  -3.301
C  -1.240  1.169  -4.497
O  -0.583  0.338  -2.355
H  1.355  0.224  -4.216
H  1.857  1.344  -2.958
H  1.379  1.956  -4.551
H  -0.454  2.319  -2.900
H  -1.167  0.182  -4.962
H  -1.017  1.935  -5.249
H  -2.272  1.303  -4.164
C  -1.537  -2.749  3.164
O  -1.727  -1.421  2.765
C  -2.137  -1.320  1.411
C  -2.765  0.034  1.163
N  -1.794  1.082  0.846
C  -0.932  1.493  1.964
C  0.067  2.514  1.472
O  0.766  1.955  0.384
C  1.753  2.805  -0.176
H  -1.083  -2.755  4.157
H  -0.870  -3.299  2.486
H  -2.490  -3.291  3.234
H  -2.858  -2.115  1.182
H  -1.277  -1.476  0.747
H  -3.385  0.284  2.038
H  -3.444  -0.053  0.314
H  -2.320  1.898  0.548
H  -0.442  0.613  2.384
H  -1.500  1.929  2.802
H  0.763  2.792  2.275
H  -0.440  3.438  1.153
H  2.375  2.188  -0.818
H  2.381  3.230  0.614
H  1.292  3.603  -0.762
C  1.598  -3.287  0.342
C  1.488  -1.870  0.867
C  2.824  -1.326  1.331
O  0.939  -1.003  -0.129
H  2.166  -3.892  1.052
H  2.116  -3.301  -0.619
H  0.616  -3.751  0.244
H  0.766  -1.897  1.687
H  2.698  -0.316  1.724
H  3.511  -1.266  0.483
H  3.276  -1.973  2.082
H  1.189  -1.320  -1.007

Values from the calculation:
2S+1 = 1
E_LUMO = 0.016 hartree
HOMO energy = -6.73 eV

7 unconnected molecules or ions with the total composition C47H86NO25PS6. Source: OMol25; level of theory: ωB97M-V/def2-TZVPD.

Positions of all 166 atoms, in Å:
C  -0.867  -1.036  7.854
C  -0.423  -0.244  6.538
O  -0.815  0.910  6.255
O  0.455  -0.981  5.634
C  -0.452  -1.391  4.577
O  -1.095  -2.459  4.788
C  -0.700  -0.555  3.242
C  0.049  -1.159  1.937
O  -0.497  -2.451  1.625
C  0.272  -3.546  2.183
C  -0.724  -4.801  2.363
C  -1.311  -5.241  0.903
C  0.047  -6.128  2.914
C  1.125  -5.806  4.063
C  -1.129  -7.038  3.601
C  -0.405  -0.248  0.647
C  -1.275  1.096  0.970
C  -1.426  2.070  -0.313
C  -2.961  2.577  -0.506
C  -3.593  3.125  0.858
O  -2.883  3.641  1.765
O  -5.012  3.047  1.086
C  -0.940  -1.073  -0.651
P  -2.785  -1.537  -0.509
O  -2.897  -3.029  -0.935
O  -3.789  -0.657  -1.565
O  -3.337  -1.508  1.127
C  0.993  0.456  0.185
O  1.386  0.790  -0.955
N  1.679  0.539  1.505
C  1.632  -0.913  1.965
O  2.331  -0.812  3.229
C  2.579  -1.610  0.844
C  3.469  -2.766  1.588
C  4.920  -2.132  1.958
C  5.778  -3.075  2.929
O  6.312  -2.674  4.000
O  6.025  -4.461  2.581
H  -0.820  -2.166  7.631
H  -0.092  -0.785  8.661
H  -1.908  -0.717  8.222
H  -0.248  0.492  3.434
H  -1.844  -0.506  3.103
H  0.862  -3.287  3.125
H  1.021  -3.871  1.357
H  -1.560  -4.465  3.067
H  -1.201  -6.366  0.714
H  -0.835  -4.664  0.042
H  -2.431  -4.987  0.886
H  0.544  -6.723  2.068
H  2.104  -5.434  3.587
H  1.296  -6.752  4.701
H  0.703  -4.935  4.684
H  -2.149  -6.566  3.340
H  -1.062  -8.071  3.124
H  -0.929  -7.017  4.723
H  -2.296  0.807  1.421
H  -0.767  1.743  1.782
H  -0.832  3.044  -0.092
H  -0.986  1.654  -1.278
H  -3.614  1.827  -1.062
H  -2.871  3.501  -1.197
H  -5.173  2.086  1.274
H  -0.875  -0.436  -1.616
H  -0.281  -1.994  -0.875
H  -4.487  -0.226  -1.004
H  -3.816  -2.351  1.289
H  2.635  0.926  1.420
H  2.159  -1.623  3.761
H  1.971  -2.127  0.010
H  3.366  -0.884  0.413
H  3.705  -3.627  0.852
H  2.947  -3.208  2.500
H  4.818  -1.106  2.478
H  5.564  -1.945  1.031
H  5.169  -4.934  2.699
O  0.604  5.378  -0.131
S  0.293  4.956  -1.478
O  -0.952  4.303  -1.811
C  0.526  6.343  -2.574
C  1.991  6.261  -2.979
C  2.263  4.780  -3.254
C  1.657  3.980  -2.100
H  0.274  7.271  -2.060
H  -0.129  6.201  -3.436
H  2.201  6.880  -3.852
H  2.627  6.607  -2.157
H  1.783  4.489  -4.194
H  3.331  4.577  -3.355
H  1.286  3.010  -2.433
H  2.373  3.845  -1.287
O  -0.284  -0.053  -3.877
S  1.021  0.346  -4.361
O  1.419  1.735  -4.450
C  2.263  -0.553  -3.448
C  2.456  -1.838  -4.242
C  2.481  -1.418  -5.712
C  1.315  -0.454  -5.934
H  1.923  -0.724  -2.429
H  3.175  0.049  -3.445
H  3.374  -2.354  -3.952
H  1.615  -2.517  -4.065
H  3.426  -0.910  -5.930
H  2.411  -2.280  -6.380
H  1.553  0.299  -6.684
H  0.406  -0.985  -6.217
O  3.778  7.530  -5.685
S  2.635  8.313  -6.096
O  1.750  8.944  -5.143
C  3.181  9.536  -7.275
C  3.077  8.833  -8.622
C  1.750  8.073  -8.593
C  1.667  7.345  -7.249
H  4.194  9.858  -7.035
H  2.494  10.383  -7.219
H  3.119  9.544  -9.449
H  3.905  8.126  -8.741
H  0.921  8.784  -8.678
H  1.667  7.372  -9.426
H  0.640  7.277  -6.891
H  2.108  6.348  -7.307
O  -7.764  3.298  5.660
S  -7.573  4.691  5.327
O  -8.641  5.662  5.428
C  -6.155  5.299  6.222
C  -4.976  5.005  5.304
C  -5.441  5.386  3.897
C  -6.836  4.792  3.699
H  -6.082  4.799  7.188
H  -6.285  6.374  6.364
H  -4.086  5.564  5.601
H  -4.732  3.938  5.336
H  -5.489  6.476  3.812
H  -4.748  5.027  3.132
H  -7.455  5.424  3.061
H  -6.787  3.783  3.288
O  -0.621  -0.083  -7.910
S  -1.518  -1.204  -8.083
O  -1.102  -2.569  -7.853
C  -3.003  -0.888  -7.147
C  -3.902  -0.127  -8.112
C  -3.766  -0.841  -9.458
C  -2.274  -1.082  -9.701
H  -2.762  -0.323  -6.246
H  -3.440  -1.853  -6.880
H  -4.937  -0.109  -7.766
H  -3.558  0.908  -8.207
H  -4.292  -1.801  -9.416
H  -4.208  -0.261  -10.271
H  -2.100  -2.007  -10.252
H  -1.814  -0.244  -10.226
O  2.079  -7.886  5.717
S  3.033  -8.663  6.479
O  3.446  -9.987  6.076
C  4.486  -7.663  6.751
C  4.191  -6.914  8.044
C  3.560  -7.942  8.985
C  2.500  -8.704  8.187
H  4.648  -7.003  5.899
H  5.336  -8.338  6.872
H  5.097  -6.477  8.469
H  3.481  -6.103  7.853
H  4.330  -8.638  9.333
H  3.124  -7.468  9.867
H  2.417  -9.741  8.514
H  1.525  -8.216  8.248

Values from the calculation:
SMILES = CC(=O)OC(=O)C[C@@]1(OC[C@@H](C)C(C)C)[C@](CCCC(=O)O)(CP(=O)(O)O)C(=O)N[C@]1(O)CCCC(=O)O.O=S1(=O)CCCC1.O=S1(=O)CCCC1.O=S1(=O)CCCC1.O=S1(=O)CCCC1.O=S1(=O)CCCC1.O=S1(=O)CCCC1
2S+1 = 1
E_LUMO = 0.003 hartree
HOMO energy = -9.72 eV

A single C4H7BrO molecule. Source: OMol25; level of theory: ωB97M-V/def2-TZVPD.

Positions of all 13 atoms, in Å:
C  0.120  -2.008  -0.282
C  0.537  -0.834  -0.618
C  0.297  0.390  0.512
O  1.278  1.349  0.412
C  -1.063  0.918  0.103
Br  -1.472  2.553  1.260
H  0.257  -2.770  -1.076
H  -0.052  -2.089  0.780
H  1.005  -0.544  -1.556
H  0.137  -0.005  1.611
H  1.615  1.469  -0.436
H  -0.791  1.278  -0.980
H  -1.868  0.296  0.269

Values from the calculation:
SMILES = C=C[C@@H](O)CBr
2S+1 = 1
E_LUMO = 0.031 hartree
HOMO energy = -9.93 eV

A molecular structure, C5H5NO. Source: OMol25; level of theory: ωB97M-V/def2-TZVPD.

Positions of all 12 atoms, in Å:
N  -1.124  1.796  -1.370
C  -1.401  0.676  -1.028
C  -1.189  -0.102  0.203
O  -0.806  -1.434  0.255
C  0.519  -1.049  0.693
C  1.233  -0.332  -0.366
C  0.265  0.455  0.524
H  -1.990  0.156  0.900
H  0.910  -1.609  1.536
H  2.270  -0.089  -0.138
H  1.049  -0.572  -1.416
H  -0.327  2.121  -0.744

Values from the calculation:
2S+1 = 1
E_LUMO (spin up / spin down) = -0.022 / -0.045 hartree
HOMO energy (spin up / spin down) = -8.88 / -8.15 eV